[1]
{
  "formula": "C3H9N2O",
  "method": "wB97M-V/def2-TZVPD",
  "energy_ha": -304.1029,
  "de_lowest_kj_mol": 387.3,
  "smiles": "C[C@H]1[NH2+]CNO1",
  "charge": 1,
  "homo_energy_ev": -14.584,
  "elements": ["C", "C", "N", "C", "N", "O", "H", "H", "H", "H", "H", "H", "H", "H", "H"],
  "xyz": [[-1.66449, 0.45993, -0.47746], [-0.63282, 0.25184, 0.60718], [0.21864, -1.05729, 0.43995], [1.46283, -0.51267, -0.12788], [1.13215, 0.85391, -0.63597], [0.29240, 1.22836, 0.53697], [-1.38216, 0.85413, -1.38549], [-2.45862, 1.19252, -0.12329], [-2.12010, -0.54136, -0.65997], [-1.11463, 0.44604, 1.63804], [-0.25365, -1.67024, -0.25977], [0.33827, -1.53765, 1.31962], [1.89213, -1.03308, -0.93577], [2.30372, -0.32965, 0.51667], [1.98633, 1.39522, -0.45280]],
  "forces_ev_per_angstrom": [[-2.75, -1.86, 2.04], [-1.73, 2.05, 0.86], [-0.79, 0.49, -1.17], [1.57, 1.82, -0.70], [-1.07, -0.55, 1.43], [2.29, 1.10, -0.31], [1.53, 0.64, -1.88], [0.90, -1.21, -0.06], [-0.37, 0.81, -0.06], [0.85, -1.35, -1.36], [0.38, 0.31, 0.78], [0.15, -0.28, 0.30], [-0.17, -1.30, -1.06], [-0.31, -0.83, 1.45], [-0.48, 0.16, -0.27]],
  "nbo_charge": [-0.67, 0.23, -0.54, -0.12, -0.29, -0.37, 0.26, 0.27, 0.21, 0.26, 0.46, 0.46, 0.24, 0.23, 0.38]
}

=====

[2]
{
  "formula": "C4H8OS",
  "method": "wB97M-V/def2-TZVPD",
  "energy_ha": -630.5543,
  "de_lowest_kj_mol": 211.5,
  "smiles": "C[C@H]1SC[C@@H]1O",
  "homo_energy_ev": -8.641,
  "elements": ["C", "C", "S", "C", "C", "O", "H", "H", "H", "H", "H", "H", "H", "H"],
  "xyz": [[-0.64092, 1.69207, -0.13561], [-0.40593, 0.45074, 0.67974], [-1.74704, -0.74526, 0.14850], [-0.27218, -1.67211, -0.39551], [0.74718, -0.44954, -0.16182], [2.01240, -0.54925, 0.33308], [0.09154, 2.34047, 0.11251], [-1.50296, 2.22078, 0.07947], [-0.74007, 1.50278, -1.14485], [-0.13799, 0.36639, 1.68366], [-0.24232, -2.08401, -1.36328], [0.00480, -2.58515, 0.12398], [0.94700, -0.14454, -1.23488], [1.88650, -0.34335, 1.27500]],
  "forces_ev_per_angstrom": [[-0.43, -0.99, 2.26], [0.64, -2.30, -5.20], [0.99, -0.49, 0.51], [1.65, 0.00, 1.56], [-3.41, 0.17, -2.54], [0.22, -0.21, 2.10], [2.83, 2.40, 0.13], [-2.18, 0.83, 0.98], [0.40, -0.73, -2.08], [-0.04, 0.70, 1.84], [-0.42, 0.30, -1.77], [-0.29, 0.09, 1.18], [-0.77, 0.64, 1.20], [0.80, -0.41, -0.17]],
  "nbo_charge": [-0.61, -0.30, 0.15, -0.55, 0.12, -0.68, 0.21, 0.21, 0.22, 0.20, 0.21, 0.21, 0.16, 0.47]
}

=====

[3]
{
  "formula": "C12H22N2",
  "method": "wB97M-V/def2-TZVPD",
  "energy_ha": -579.1369,
  "de_lowest_kj_mol": 253.5,
  "charge": 2,
  "homo_energy_ev": -16.895,
  "elements": ["C", "C", "C", "C", "C", "C", "C", "C", "C", "C", "C", "C", "N", "N", "H", "H", "H", "H", "H", "H", "H", "H", "H", "H", "H", "H", "H", "H", "H", "H", "H", "H", "H", "H", "H", "H"],
  "xyz": [[4.49031, -1.53406, -3.10255], [0.51437, 1.69413, -1.46708], [2.83063, 0.13256, -2.34915], [-2.30997, 0.16875, 2.58975], [-2.62157, -0.57150, 1.29231], [-0.83268, 0.38611, 2.94898], [-2.22396, 0.14221, -0.00419], [-0.75018, -0.18922, -0.20794], [0.33503, 0.31921, 0.71674], [-3.19658, -0.23995, -1.11996], [-0.08608, 1.22289, 1.81946], [1.60622, -0.60914, 0.92929], [3.64056, -0.66289, -2.55548], [0.15495, 0.87306, -0.60311], [5.36517, -1.19344, -2.69184], [4.31234, -2.59610, -2.97945], [4.51172, -1.41444, -4.16794], [1.45491, 2.32558, -1.13520], [2.40249, 1.02907, -2.34004], [-2.81012, 1.11546, 2.43782], [-2.75885, -0.40401, 3.43390], [-2.24725, -1.57776, 1.33494], [-3.66715, -0.86216, 1.21431], [-0.64093, 0.92318, 3.93808], [-0.16822, -0.50236, 3.13136], [-2.11372, 1.22999, 0.19523], [-0.66407, -1.12091, -0.87726], [-3.29056, -1.28711, -1.14367], [-2.89799, 0.04347, -2.08421], [-4.07463, 0.17414, -0.83708], [0.05253, 1.73867, -2.38331], [0.78953, 1.85509, 2.01596], [-0.90525, 1.86999, 1.25633], [2.46958, -0.07985, 1.34863], [1.97034, -0.96101, -0.02263], [1.35907, -1.43763, 1.46901]],
  "forces_ev_per_angstrom": [[1.00, -2.49, -1.66], [3.25, 1.58, 2.98], [4.62, -4.69, -0.89], [0.08, -0.99, 0.56], [-0.26, -0.45, 0.14], [2.43, 1.24, 0.51], [1.05, 0.58, 0.86], [-0.67, -1.79, -1.77], [1.29, -2.52, 0.23], [3.13, -0.26, 0.78], [-2.40, 1.03, -1.06], [-0.05, 3.45, -1.94], [-5.68, 3.35, 0.90], [-0.24, -0.57, -0.34], [3.07, -0.09, 0.72], [-0.28, -0.09, 0.83], [-0.04, 0.50, -0.74], [-2.09, -0.75, -1.04], [-1.87, 3.10, 0.36], [-0.06, 0.52, 0.73], [0.04, 0.64, -0.59], [1.01, -0.62, -0.21], [-0.46, 0.78, 0.29], [-0.91, -0.38, -1.31], [-1.16, 0.14, -0.41], [-1.32, -0.42, -0.34], [0.56, 1.18, 1.32], [-0.24, -1.51, 0.10], [0.33, 0.81, -1.39], [-2.99, 1.27, 0.40], [-1.11, 0.40, -2.15], [-0.46, -0.07, 0.76], [1.79, -0.58, 1.84], [-0.47, 0.06, 0.36], [-0.13, -0.30, -0.61], [-0.75, -2.08, 1.74]],
  "nbo_charge": [-0.48, 0.04, 0.44, -0.41, -0.41, -0.40, -0.22, -0.02, 0.17, -0.59, -0.42, -0.60, -0.09, -0.23, 0.28, 0.31, 0.30, 0.22, 0.25, 0.22, 0.25, 0.21, 0.25, 0.26, 0.22, 0.20, 0.26, 0.22, 0.21, 0.24, 0.23, 0.24, 0.21, 0.24, 0.19, 0.25]
}

=====

[4]
{
  "formula": "C5H9BrF2O",
  "method": "wB97M-V/def2-TZVPD",
  "energy_ha": -3044.7424,
  "de_lowest_kj_mol": 263.1,
  "homo_energy_ev": [-7.699, -8.691],
  "elements": ["C", "C", "C", "C", "C", "O", "F", "F", "Br", "H", "H", "H", "H", "H", "H", "H", "H", "H"],
  "xyz": [[-0.76052, -0.64532, 1.29195], [-1.34206, -0.45269, -1.19608], [-0.38827, 1.54135, 0.06048], [-0.68391, 0.10127, 0.02418], [2.09092, -0.57459, -0.15409], [0.56913, 1.85829, 1.00765], [2.73611, -1.17306, 0.89314], [2.92451, 0.31209, -0.79192], [1.67999, -2.00486, -1.47697], [-1.86497, -0.96493, 1.21072], [-0.56072, 0.02900, 2.19085], [-0.11077, -1.58773, 1.47071], [-0.49976, -0.66248, -1.86812], [-1.90602, 0.30471, -1.58040], [-1.86921, -1.43979, -1.11595], [-1.33249, 2.13261, 0.21747], [-0.06819, 1.75920, -0.91200], [1.38624, 1.46691, 0.72836]],
  "forces_ev_per_angstrom": [[-0.77, -0.73, 1.46], [2.23, -2.36, 1.28], [-0.74, -0.21, 0.62], [0.84, -1.62, 0.50], [-1.02, -0.05, -0.49], [-0.84, 1.22, 0.89], [-0.21, 0.86, -0.88], [-0.11, -0.65, 0.87], [0.38, -0.09, 0.12], [1.40, 0.05, 0.96], [-0.40, -0.86, -1.26], [-1.14, 1.46, -0.84], [-0.16, 0.15, -0.31], [-1.85, 1.85, -1.50], [0.33, 1.13, 0.37], [0.73, -0.44, 0.21], [0.52, 0.85, -1.75], [0.80, -0.55, -0.27]],
  "nbo_charge": [-0.73, -0.73, -0.18, 0.34, 0.44, -0.70, -0.36, -0.37, -0.11, 0.23, 0.25, 0.28, 0.28, 0.23, 0.24, 0.21, 0.19, 0.48]
}

=====

[5]
{
  "formula": "C5H9BCdN5O5P",
  "method": "wB97M-V/def2-TZVPD",
  "energy_ha": -1379.1254,
  "charge": 2,
  "homo_energy_ev": -15.468,
  "elements": ["N", "C", "C", "N", "B", "O", "O", "C", "C", "N", "C", "O", "N", "O", "P", "N", "O", "H", "H", "H", "H", "H", "H", "H", "H", "H", "Cd"],
  "xyz": [[-1.36437, 2.20029, -1.81090], [-0.80115, 1.21363, -1.61333], [-0.19792, -0.02947, -1.07405], [0.97473, -0.37679, -1.87123], [-1.38269, -1.15777, -1.25911], [-2.72633, -0.77481, -1.20559], [-1.01634, -2.43848, -1.46400], [0.13929, 0.29367, 0.42597], [-1.12208, 0.49834, 0.99837], [-2.22801, 0.68275, 1.29036], [0.95078, 1.60959, 0.63984], [2.19702, 1.40474, 0.05263], [2.85736, 2.72600, -0.29363], [3.70015, 2.55357, -1.02913], [1.18028, -1.09439, 1.40419], [0.86343, -0.89240, 3.02929], [0.42474, -2.47843, 1.09080], [1.66052, -0.93255, -1.37908], [0.72602, -0.84707, -2.73240], [-3.12736, -0.85944, -2.08229], [-1.50032, -3.06634, -0.91225], [0.40882, 2.47118, 0.24282], [1.05816, 1.76484, 1.72250], [1.16998, 0.02384, 3.34750], [-0.10876, -1.02930, 3.30157], [1.04685, -3.09186, 0.67370], [-3.86690, 1.75280, 0.42175]],
  "forces_ev_per_angstrom": [[-0.39, -0.29, 0.15], [-0.03, 0.54, 0.43], [0.03, -0.57, -1.08], [0.06, 0.19, 0.18], [-0.01, -0.34, 0.33], [0.07, 0.66, -0.15], [0.37, 0.47, 0.51], [-0.65, 0.45, -0.20], [-0.33, 0.31, -0.46], [-0.84, 0.22, 0.63], [0.61, -0.32, 0.65], [-0.11, -0.27, -0.22], [-0.20, 0.49, -0.17], [0.18, -0.15, 0.12], [1.89, -0.32, 0.05], [-1.05, 0.66, -0.71], [-0.49, 0.21, 0.10], [0.02, 0.08, 0.06], [0.00, -0.09, 0.05], [-0.30, -0.38, 0.13], [-0.31, -0.30, -0.53], [0.04, -0.02, -0.22], [-0.12, 0.04, 0.03], [0.29, -0.23, 0.35], [0.15, -0.27, 0.38], [-0.16, -0.13, -0.06], [1.26, -0.62, -0.35]],
  "nbo_charge": [-0.37, 0.33, -0.29, -0.79, 1.18, -0.97, -0.87, -0.47, 0.58, -0.72, -0.07, -0.49, 0.43, -0.12, 1.42, -1.12, -0.98, 0.39, 0.39, 0.53, 0.53, 0.21, 0.19, 0.41, 0.40, 0.54, 1.73]
}

=====

[6]
{
  "formula": "C29H32F3OS",
  "method": "wB97M-V/def2-TZVPD",
  "energy_ha": -1897.3694,
  "de_lowest_kj_mol": 1.9,
  "smiles": "Cc1ccc([C@@H](Sc2ccc(C(F)(F)F)cc2)c2cc(C(C)(C)C)c([O-])c(C(C)(C)C)c2)cc1",
  "charge": -1,
  "homo_energy_ev": -3.035,
  "elements": ["C", "C", "C", "C", "C", "C", "S", "C", "C", "C", "C", "C", "F", "F", "F", "C", "C", "C", "C", "C", "C", "C", "C", "C", "C", "O", "C", "C", "C", "C", "C", "C", "C", "C", "H", "H", "H", "H", "H", "H", "H", "H", "H", "H", "H", "H", "H", "H", "H", "H", "H", "H", "H", "H", "H", "H", "H", "H", "H", "H", "H", "H", "H", "H", "H", "H"],
  "xyz": [[7.04274, -2.00473, 0.27509], [5.54133, -1.95671, 0.22897], [4.90138, -0.85308, 0.79288], [3.51202, -0.73635, 0.75701], [2.71540, -1.80866, 0.34391], [1.20395, -1.70964, 0.56751], [0.93599, -1.21060, 2.30302], [-0.76577, -1.09528, 2.70897], [-1.53298, -2.22557, 3.04646], [-2.88798, -2.09925, 3.33554], [-3.45855, -0.83005, 3.38856], [-4.96226, -0.71576, 3.42447], [-5.40829, 0.43536, 4.00480], [-5.56653, -1.75876, 4.06632], [-5.46872, -0.71647, 2.13445], [-2.67016, 0.30973, 3.28275], [-1.32495, 0.17345, 2.95874], [0.50384, -0.73726, -0.37175], [-0.88906, -0.86239, -0.55777], [-1.63692, 0.13815, -1.12942], [-3.16462, 0.02130, -1.29052], [-3.83390, 1.07795, -0.41525], [-3.66044, -1.34997, -0.85444], [-3.55874, 0.25440, -2.74958], [-0.96118, 1.38426, -1.52437], [-1.62393, 2.39983, -1.86304], [0.49679, 1.44058, -1.45618], [1.22878, 2.74818, -1.83598], [0.94562, 3.09931, -3.29612], [2.73450, 2.61511, -1.63701], [0.72923, 3.87915, -0.93473], [1.17072, 0.33475, -0.98843], [3.34460, -2.89927, -0.27392], [4.74930, -2.97649, -0.31402], [7.42397, -2.88194, -0.25348], [7.47428, -1.10664, -0.18723], [7.41806, -2.02283, 1.30953], [5.49158, -0.06899, 1.26451], [3.04591, 0.21597, 1.02680], [0.74611, -2.70356, 0.48431], [-1.04207, -3.19241, 3.12064], [-3.50285, -2.96647, 3.52816], [-3.10506, 1.29041, 3.45619], [-0.66406, 1.03645, 2.93484], [-1.35494, -1.81019, -0.25760], [-3.52096, 2.07433, -0.74194], [-4.92674, 1.00228, -0.47427], [-3.53347, 0.93959, 0.62969], [-3.19815, -2.13266, -1.46504], [-3.43219, -1.52167, 0.20325], [-4.74783, -1.40117, -0.97839], [-3.08317, -0.50038, -3.38460], [-4.64592, 0.17954, -2.86715], [-3.23133, 1.24773, -3.06820], [-0.13019, 3.23391, -3.43656], [1.46319, 4.02527, -3.57136], [1.29706, 2.29022, -3.94587], [2.96665, 2.37294, -0.59306], [3.15092, 1.84737, -2.29821], [3.21925, 3.56826, -1.87602], [0.92499, 3.62764, 0.11416], [1.24045, 4.81814, -1.17336], [-0.34592, 4.01055, -1.07837], [2.25560, 0.28845, -1.07087], [2.72411, -3.68253, -0.71593], [5.24155, -3.84279, -0.76150]],
  "forces_ev_per_angstrom": [[0.26, -0.04, -0.05], [-0.40, -0.12, 0.43], [-0.50, 0.05, -0.38], [0.47, 0.05, 0.31], [-0.19, 0.20, 0.09], [-0.60, -0.19, -1.90], [1.32, 0.24, 1.51], [-0.91, 0.06, 0.47], [0.08, 0.22, -0.22], [0.28, 0.28, -0.08], [-0.41, -0.13, -0.08], [-0.57, 0.15, -0.59], [0.30, -0.82, -0.31], [0.37, 0.72, -0.33], [0.38, -0.01, 1.36], [0.15, -0.07, 0.03], [0.20, -0.31, -0.12], [0.10, -0.66, -0.55], [0.57, -0.14, 0.25], [0.21, 0.47, -0.39], [0.53, 0.21, 0.01], [-0.08, 0.35, 0.17], [-0.08, -0.03, 0.00], [0.06, 0.04, -0.15], [0.12, -0.13, 0.68], [-0.40, 0.35, -0.49], [-0.57, -0.10, -0.27], [-0.35, -0.58, -0.05], [-0.07, 0.03, -0.13], [0.07, 0.06, -0.04], [-0.20, 0.05, 0.14], [0.02, -0.20, 0.67], [0.11, 0.17, 0.48], [-0.21, 0.30, -0.10], [0.05, 0.08, 0.08], [-0.09, -0.22, 0.01], [-0.15, -0.11, -0.24], [-0.06, 0.01, -0.28], [0.09, -0.54, 0.36], [0.21, 0.07, -0.15], [-0.13, 0.09, -0.33], [0.03, -0.07, -0.03], [0.08, -0.15, -0.16], [-0.23, -0.07, -0.33], [0.13, 0.45, 0.14], [-0.05, -0.18, 0.11], [0.04, -0.04, 0.01], [-0.08, 0.03, -0.07], [-0.09, -0.06, 0.13], [-0.05, -0.11, -0.12], [0.08, -0.03, 0.00], [-0.07, 0.05, -0.04], [0.02, -0.02, -0.01], [-0.02, -0.16, 0.03], [0.15, -0.06, -0.02], [0.01, -0.01, -0.05], [-0.03, 0.11, -0.01], [0.07, -0.04, -0.17], [0.06, 0.04, 0.15], [-0.03, -0.06, -0.01], [-0.03, 0.09, -0.06], [0.06, -0.02, 0.00], [0.16, -0.03, 0.10], [-0.24, 0.19, 0.32], [0.25, 0.09, 0.25], [-0.20, 0.21, 0.03]],
  "nbo_charge": [-0.62, -0.05, -0.17, -0.22, -0.02, -0.33, 0.20, -0.16, -0.21, -0.21, -0.10, 0.97, -0.33, -0.33, -0.33, -0.20, -0.19, -0.20, -0.16, -0.18, -0.06, -0.61, -0.61, -0.61, 0.47, -0.80, -0.07, -0.09, -0.61, -0.60, -0.61, -0.23, -0.19, -0.22, 0.21, 0.21, 0.21, 0.20, 0.24, 0.21, 0.22, 0.22, 0.23, 0.23, 0.18, 0.25, 0.18, 0.19, 0.20, 0.20, 0.20, 0.19, 0.18, 0.25, 0.25, 0.18, 0.19, 0.20, 0.20, 0.20, 0.19, 0.18, 0.26, 0.20, 0.21, 0.20]
}